1.
Below is 3 unconnected molecules or ions with the total composition C3H13NO2S in a non-equilibrium geometry, with properties calculated with ωB97M-V with the def2-TZVPD basis set.

charge = +1
LUMO level (spin up / spin down) = -0.1240 / -0.3100 Ha
2S+1 = 2
E = -19732.3464 eV
energy above the lowest of the compared OMol25 structures with the same formula, charge and spin = 88.0 kJ/mol

```
20
Properties=species:S:1:pos:R:3:forces:R:3
S 0.326 -2.291 1.845 0.128 -0.790 -0.852
O -1.571 -0.470 -3.415 -0.904 -0.777 -0.390
O -0.413 2.059 2.278 0.609 -0.043 0.191
N 0.642 0.400 -0.833 -0.619 0.170 3.622
C -0.509 -1.506 0.454 0.211 0.657 1.084
C 0.528 -1.020 -0.603 0.835 -0.330 -3.182
C 1.317 1.082 0.285 0.862 0.327 -0.947
H 0.798 1.961 0.646 -0.374 0.121 -0.406
H -1.011 -0.638 0.877 -0.379 -0.157 -0.247
H 1.540 -1.396 -0.474 -0.021 0.081 0.688
H 2.269 1.470 -0.111 0.256 -0.474 0.522
H 0.098 -1.363 2.736 -0.200 0.737 0.655
H -0.940 2.846 2.433 -0.412 -0.092 0.011
H -1.155 -0.467 -2.567 0.445 0.360 0.324
H -1.247 0.232 -3.971 0.382 0.438 -0.037
H -1.224 -2.180 -0.008 0.045 0.028 -0.040
H 0.282 -1.468 -1.579 -0.365 -0.024 0.229
H -0.187 0.964 -0.979 -0.471 -0.418 -1.162
H -0.935 1.383 1.845 -0.655 0.297 0.185
H 1.392 0.401 1.139 0.629 -0.108 -0.247
```
Positions in Å, forces in eV/Å.

***

2.
Below is 3 unconnected molecules or ions with the total composition C3H13NO2S2 in a non-equilibrium geometry, with properties calculated with ωB97M-V with the def2-TZVPD basis set.

charge = -1
LUMO level (spin up / spin down) = 0.1066 / 0.1041 Ha
2S+1 = 2
E = -30576.7182 eV
energy above the lowest of the compared OMol25 structures with the same formula, charge and spin = 127.0 kJ/mol

```
21
Properties=species:S:1:pos:R:3:forces:R:3
S -2.407 -2.105 -2.474 -2.214 -1.037 -0.429
S -0.530 -1.092 -1.911 2.417 1.031 0.241
O 2.464 2.934 -0.905 0.336 0.311 0.036
O 3.085 0.209 0.445 0.071 0.472 0.263
N -1.228 -1.307 1.073 0.167 -0.198 0.709
C -1.046 0.271 -0.854 -0.054 -0.125 0.838
C 0.054 -1.150 1.753 -0.089 0.111 -1.393
C -1.776 -0.129 0.453 -0.111 0.026 -0.545
H 0.015 -1.501 2.770 0.052 0.045 0.552
H -2.729 -1.402 -3.571 0.049 0.048 -0.010
H -2.831 -0.332 0.270 -0.009 -0.061 -0.295
H 3.005 3.629 -1.301 -0.191 -0.106 0.026
H 0.834 -1.700 1.219 0.036 -0.170 0.059
H 3.112 2.309 -0.554 -0.153 -0.304 -0.058
H -1.657 1.011 -1.360 -0.234 0.050 -0.316
H 2.716 0.763 1.155 -0.075 -0.496 -0.485
H 2.338 -0.117 -0.084 -0.050 0.082 0.112
H -0.138 0.805 -0.569 0.108 0.022 -0.044
H -1.747 0.766 1.092 0.053 0.085 0.300
H 0.363 -0.104 1.679 -0.007 0.144 0.493
H -1.897 -1.758 1.675 -0.103 0.071 -0.053
```
Positions in Å, forces in eV/Å.

***

3.
Below is 3 unconnected molecules or ions with the total composition C3H13NO3 in a non-equilibrium geometry, with properties calculated with ωB97M-V with the def2-TZVPD basis set.

LUMO level = 0.0176 Ha
structure (SMILES) = CCNCO.O.O
2S+1 = 1
E = -10953.5010 eV
energy above the lowest of the compared OMol25 structures with the same formula, charge and spin = 122.6 kJ/mol

```
20
Properties=species:S:1:pos:R:3:forces:R:3
O 5.239 1.645 -3.412 0.582 1.316 0.635
O 0.642 2.650 1.017 -0.186 1.869 0.960
O -0.949 0.635 -0.696 0.245 -0.120 -0.056
N -2.397 -0.826 0.652 0.291 0.867 -1.349
C -1.367 -1.454 1.488 0.518 -1.371 -0.235
C -0.015 -1.905 0.886 -0.259 0.010 -0.750
C -2.080 -0.252 -0.674 0.908 -0.709 1.916
H 0.014 -2.779 0.225 -0.770 -0.049 0.125
H -1.786 -2.388 1.886 -0.198 0.361 0.278
H -2.836 -0.074 1.145 -0.231 0.111 0.693
H 5.059 2.383 -2.790 0.232 -0.701 -0.632
H 0.648 -2.192 1.704 0.062 0.411 -0.001
H 0.740 1.824 0.584 0.489 -1.343 -0.238
H 0.388 -1.124 0.256 0.518 0.393 0.255
H -1.797 -1.106 -1.274 -0.224 0.144 -0.687
H -2.941 0.329 -0.975 -0.366 -0.461 -0.444
H -1.246 1.545 -0.697 -0.140 0.186 0.096
H 4.459 1.115 -3.369 -0.820 -0.614 -0.002
H -1.078 -0.827 2.324 -0.264 0.314 0.191
H 1.301 2.799 1.720 -0.386 -0.616 -0.756
```
Positions in Å, forces in eV/Å.

***

4.
Below is 4 unconnected molecules or ions with the total composition C3H13NO3 in a non-equilibrium geometry, with properties calculated with ωB97M-V with the def2-TZVPD basis set.

LUMO level = 0.0211 Ha
structure (SMILES) = C/C=C/N.O.O.O
2S+1 = 1
E = -10952.8984 eV
energy above the lowest of the compared OMol25 structures with the same formula, charge and spin = 180.7 kJ/mol

```
20
Properties=species:S:1:pos:R:3:forces:R:3
O -3.818 -1.803 2.243 1.134 -1.186 0.760
O 0.805 0.492 -3.777 1.012 1.779 -1.607
O 1.625 -2.408 -0.846 0.336 -0.080 0.511
N -1.109 0.551 -0.579 1.398 2.137 -0.379
C -0.190 0.708 0.483 1.311 -2.127 0.649
C 1.776 1.577 1.836 -2.650 0.036 -0.790
C 0.967 1.387 0.536 -0.361 1.086 0.460
H 0.159 -0.165 -3.648 -1.318 -1.272 0.382
H 1.416 0.861 2.572 -0.501 0.409 0.450
H 0.622 0.841 -4.686 0.303 -0.466 1.259
H -3.762 -2.625 1.687 0.081 1.122 1.068
H 2.692 1.154 1.609 2.621 0.240 -0.187
H 1.216 -2.961 -1.516 -0.176 0.457 -0.129
H -0.252 -0.161 1.236 -0.439 1.715 -0.610
H -3.239 -1.952 3.057 -1.188 0.068 -1.856
H 1.341 -1.488 -0.919 -0.190 -0.282 -0.345
H 1.352 1.995 -0.294 -0.593 -0.102 0.118
H -1.540 1.441 -0.886 0.413 -1.030 0.251
H -1.763 -0.101 -0.281 -1.773 -1.051 0.223
H 1.702 2.656 2.171 0.579 -1.453 -0.226
```
Positions in Å, forces in eV/Å.

***

5.
Below is 4 unconnected molecules or ions with the total composition C3H13NO3 in a non-equilibrium geometry, with properties calculated with ωB97M-V with the def2-TZVPD basis set.

LUMO level = 0.0149 Ha
structure (SMILES) = C=CCN.O.O.O
2S+1 = 1
E = -10952.7859 eV
energy above the lowest of the compared OMol25 structures with the same formula, charge and spin = 191.6 kJ/mol

```
20
Properties=species:S:1:pos:R:3:forces:R:3
O -2.736 0.319 1.395 1.533 -0.441 -0.076
O -1.469 -2.213 0.633 0.045 0.290 0.264
O -4.713 2.246 2.419 -0.195 -0.962 -0.991
N 3.649 1.406 -2.030 2.047 -1.546 0.487
C 2.590 0.412 -1.921 -3.640 1.934 0.938
C 2.760 -0.809 -1.126 1.825 -1.746 1.935
C 1.859 -1.393 -0.316 1.497 1.512 0.216
H 2.224 -2.053 0.484 -0.545 -0.159 -0.764
H -2.258 -0.436 1.781 -1.013 -0.335 0.395
H 0.974 -0.800 -0.169 -0.798 -0.468 0.088
H -4.013 1.657 2.079 0.420 0.341 0.537
H 2.144 0.120 -2.881 0.558 0.424 -0.228
H -2.021 -2.687 0.005 0.138 -0.096 0.005
H -1.954 0.570 0.876 -0.634 0.775 -0.438
H 3.875 1.836 -1.127 -1.036 0.161 -0.042
H -0.645 -2.698 0.736 -0.100 -0.158 -0.200
H -5.422 1.862 1.872 -0.199 0.596 0.492
H 4.501 0.815 -2.035 -0.102 0.494 -0.957
H 1.722 0.974 -1.381 1.075 -0.862 -1.113
H 3.807 -1.210 -1.026 -0.876 0.247 -0.548
```
Positions in Å, forces in eV/Å.

***

6.
Below is 4 unconnected molecules or ions with the total composition C3H13NO3 in a non-equilibrium geometry, with properties calculated with ωB97M-V with the def2-TZVPD basis set.

LUMO level = 0.0166 Ha
structure (SMILES) = C/C=C/N.O.O.O
2S+1 = 1
E = -10952.8499 eV
energy above the lowest of the compared OMol25 structures with the same formula, charge and spin = 185.4 kJ/mol

```
20
Properties=species:S:1:pos:R:3:forces:R:3
O -1.950 -0.498 2.792 0.728 0.866 1.927
O -1.277 2.413 -1.053 1.225 -0.010 -0.275
O -3.473 1.894 1.325 3.444 -1.031 -2.571
N 0.238 -1.793 0.511 0.145 1.122 -1.089
C 1.797 -0.760 -1.085 0.198 1.311 0.922
C 3.265 -0.692 -1.557 -1.732 0.693 -0.828
C 1.180 -1.800 -0.531 -0.664 -0.042 0.014
H -0.907 1.614 -1.448 -0.657 -0.568 -0.056
H -0.439 2.910 -1.084 -0.691 0.490 0.418
H 3.441 -0.968 -2.620 0.167 -0.342 0.922
H -0.207 -2.681 0.527 -0.811 -0.413 0.286
H 1.224 -2.799 -0.893 1.407 -0.870 -0.240
H -2.559 0.095 2.331 0.003 0.270 0.287
H -0.423 -1.033 0.382 -0.131 -0.087 0.731
H 3.857 -1.151 -0.777 0.521 -0.403 -0.448
H -1.674 -0.026 3.654 -0.837 -1.017 -2.310
H 1.419 0.249 -0.750 0.351 -0.999 -0.089
H 3.440 0.379 -1.507 0.554 0.059 -0.104
H -2.848 2.073 0.496 -1.838 -0.481 2.568
H -4.102 2.574 1.288 -1.384 1.452 -0.067
```
Positions in Å, forces in eV/Å.